Here is 2 unconnected molecules or ions with the total composition C5H13N3O2 at a distorted geometry from the OMol25 dataset. Energies are from ωB97M-V/def2-TZVPD.

## Properties
Multiplicity: 1
Largest force on an atom: 0.0452 hartree/bohr
Total energy: -13961.14314 eV
LUMO energy: 0.792 eV
Structure (SMILES): [H]/N=C(\N)NCC.CC(=O)O
E_HOMO: -8.843 eV
Charge: 0

Geometry as XYZ:
```
23
Properties=species:S:1:pos:R:3:lowdin_charge:R:1
H 1.850 0.045 0.117 0.0437
H -0.828 0.650 -2.740 0.1100
H 0.928 -1.386 3.614 0.1176
H -0.551 -1.940 -1.914 0.1159
C 0.547 0.254 2.598 -0.5596
H 2.242 1.636 -1.772 0.0873
C -1.251 -1.115 -1.720 -0.2924
H -3.189 -0.299 -2.041 0.0824
N 1.330 1.404 -2.095 0.1321
H -0.966 -0.168 1.212 0.0672
H -1.345 -1.268 -0.635 0.0918
C -0.611 0.688 1.780 -0.0109
H -1.539 1.107 2.162 0.0896
H 0.868 1.828 -2.875 0.0811
N 1.115 -0.342 -0.469 0.1212
N -0.628 0.201 -1.857 0.0143
C 0.709 0.339 -1.454 -0.5673
O 0.187 -0.781 3.446 0.0581
C -2.588 -1.165 -2.360 -0.1087
H -0.208 1.510 1.178 0.0899
H -3.178 -2.058 -2.119 0.0777
H -2.616 -1.164 -3.445 0.0659
O 1.681 0.631 2.551 0.0931
```